Density functional theory data (ωB97M-V/def2-TZVPD) for one molecule with the formula C4H6BrNO2 in a non-equilibrium geometry.

Its energy is -79871.10589 eV. For the HOMO-LUMO gap, the calculation gives 0.405 hartree. The energy above the lowest of the compared OMol25 structures with the same formula, charge and spin is 1.837 eV.

Each line ends with the Mulliken charge.
CARTESIAN COORDINATES (ANGSTROEM)
N: 1.44460 -2.72368 -0.13146  -0.44
C: 1.43065 -1.60845 0.21672  -0.06
C: 1.25395 -0.20550 0.65061  0.48
O: 0.57260 -0.19533 1.83623  -0.49
C: 0.56095 0.39440 -0.52098  -0.41
Br: 0.94441 2.33713 -0.45412  -0.13
C: -0.93914 0.22426 -0.40843  -0.53
O: -1.76785 0.69211 -1.37581  -0.46
H: 2.33318 0.12768 0.70533  0.28
H: 1.00921 -0.86829 2.39842  0.39
H: 0.87420 0.10369 -1.56361  0.41
H: -1.27265 0.44672 0.58672  0.36
H: -1.10169 -0.93548 -0.43598  0.25
H: -1.29684 1.38185 -1.72402  0.35

Density functional theory data (ωB97M-V/def2-TZVPD) for one molecule with the formula C4H6BrNO3 in a non-equilibrium geometry.

Its energy is -81913.63043 eV. For the HOMO-LUMO gap (spin up / spin down), the calculation gives 0.315 / 0.315 hartree. The energy above the lowest of the compared OMol25 structures with the same formula, charge and spin is 3.692 eV.

Each line ends with the Mulliken charge.
CARTESIAN COORDINATES (ANGSTROEM)
C: 0.70678 -1.01754 1.69357  -1.26
C: 0.33304 -1.41321 0.27368  0.59
Br: -1.27633 -2.25280 0.06838  -0.05
N: 1.34173 -1.61749 -0.48880  0.45
O: 2.54848 -1.39816 -0.41910  -0.66
O: 0.79674 -1.32289 -1.98172  -0.44
C: 1.11197 -0.03732 -2.21195  -0.43
C: 0.85030 0.85053 -1.13974  0.08
O: 0.22618 0.64728 -0.11507  -0.51
H: 0.45780 -1.71599 2.48889  0.35
H: 0.17846 -0.09262 1.61178  0.45
H: 1.72050 -0.93089 1.58316  0.35
H: 2.22685 0.01253 -2.37718  0.31
H: 0.75765 0.40033 -3.22116  0.39
H: 1.22143 1.83308 -1.44484  0.38

Density functional theory data (ωB97M-V/def2-TZVPD) for one molecule with the formula C4H6BrPS in a non-equilibrium geometry.

Its energy is -94411.94516 eV. For the HOMO-LUMO gap, the calculation gives 0.337 hartree. The energy above the lowest of the compared OMol25 structures with the same formula, charge and spin is 0.231 eV.

Each line ends with the Mulliken charge.
CARTESIAN COORDINATES (ANGSTROEM)
S: 2.42042 -2.85444 -0.94192  -0.38
P: 1.16072 -1.87507 0.18400  0.53
Br: 0.91123 -2.54862 2.29055  -0.23
C: -0.50150 -1.74030 -0.43574  -0.35
C: -1.07780 -0.53807 -0.31030  -0.46
C: -0.08721 0.64544 -0.04573  -0.35
C: 1.29621 0.05311 0.41436  -0.75
H: -1.13648 -2.59549 -0.76822  0.34
H: -1.97170 -0.35375 -0.70559  0.45
H: -0.07780 1.28442 -0.92784  0.34
H: -0.34407 1.21539 0.93544  0.20
H: 2.10185 0.27675 -0.29776  0.27
H: 1.54747 0.48905 1.41018  0.41

Density functional theory data (ωB97M-V/def2-TZVPD) for a 2-piece molecular cluster, C4H6Cl2F2 overall in a non-equilibrium geometry.

Its energy is -34722.33871 eV. For the HOMO-LUMO gap, the calculation gives 0.339 hartree. The energy above the lowest of the compared OMol25 structures with the same formula, charge and spin is 2.951 eV.

Each line ends with the Mulliken charge.
CARTESIAN COORDINATES (ANGSTROEM)
C: 0.05095 -1.88501 -0.34381  -1.33
C: -1.22948 1.82819 0.22211  -0.34
C: 0.60613 0.59479 -0.32411  -0.51
C: 0.78471 -0.70656 0.39641  1.02
F: 2.09756 -1.08288 0.52929  -0.29
F: 0.24576 -0.53633 1.67407  -0.28
Cl: -2.59984 1.06136 0.76677  -0.12
Cl: 1.82613 1.76129 0.12855  -0.16
H: -0.96544 -1.85620 -0.12246  0.36
H: 0.62960 -2.84983 -0.31231  0.33
H: 0.14921 -1.67343 -1.35470  0.39
H: -0.89746 2.44056 1.03342  0.30
H: -1.26935 2.40555 -0.80182  0.31
H: 0.57155 0.49850 -1.49141  0.33

Density functional theory data (ωB97M-V/def2-TZVPD) for an isolated ion of composition C4H6Cl2N3S and charge +1 in a non-equilibrium geometry.

The total charge is +1. The spin multiplicity is 3. Its energy is -44582.07088 eV. For the HOMO-LUMO gap (spin up / spin down), the calculation gives 0.225 / 0.183 hartree. The energy above the lowest of the compared OMol25 structures with the same formula, charge and spin is 1.914 eV.

Each line ends with the Löwdin spin population.
CARTESIAN COORDINATES (ANGSTROEM)
C: -0.51023 -1.62445 1.34501  0.29
C: 1.25910 -0.86636 0.21305  0.31
C: -0.20157 0.89022 0.86545  0.03
C: -0.39211 0.77948 -1.93070  0.04
N: 0.55150 -1.84623 0.63198  0.18
N: 1.15325 0.45821 0.51705  0.19
N: -1.08641 -0.45721 1.54261  0.38
S: -1.09039 1.64402 -0.47701  0.38
Cl: 2.38878 -1.27239 -0.98930  0.09
Cl: 2.26745 1.69217 0.00609  0.06
H: -0.89409 -2.63513 1.63069  0.01
H: -0.35409 1.66569 1.70934  0.00
H: -0.95034 -0.15246 -2.25768  0.01
H: 0.62874 0.64245 -1.84377  0.00
H: -0.61002 1.39648 -2.79820  0.01
H: -2.15957 -0.31447 1.83537  0.00

Density functional theory data (ωB97M-V/def2-TZVPD) for a 2-piece molecular cluster, C4H6Cl2O overall in a non-equilibrium geometry.

Its energy is -31335.93808 eV. For the HOMO-LUMO gap, the calculation gives 0.353 hartree. The energy above the lowest of the compared OMol25 structures with the same formula, charge and spin is 1.480 eV.

Each line ends with the Mulliken charge.
CARTESIAN COORDINATES (ANGSTROEM)
O: 3.27911 0.59929 1.58659  -0.36
C: 3.02828 0.44790 0.42582  0.60
Cl: 2.82240 1.62245 -0.75722  -0.06
Cl: 3.18872 -1.23151 -0.21906  -0.18
C: -0.19387 0.21246 1.40505  -0.79
C: 0.25736 -0.43347 0.30642  -0.25
C: -0.34041 -0.14032 -1.04335  -0.94
H: 0.31555 0.09784 2.40104  0.22
H: -1.07868 0.80108 1.55023  0.28
H: 0.93178 -1.24752 0.20204  0.59
H: -1.21625 -0.67174 -1.20928  0.41
H: 0.38098 -0.59916 -1.83958  0.21
H: -0.54900 0.94920 -1.17886  0.27

Density functional theory data (ωB97M-V/def2-TZVPD) for C4H6Cl4NP as an isolated structure in a non-equilibrium geometry.

Its energy is -65110.18489 eV. For the HOMO-LUMO gap, the calculation gives 0.267 hartree. The energy above the lowest of the compared OMol25 structures with the same formula, charge and spin is 2.871 eV.

Each line ends with the Mulliken charge.
CARTESIAN COORDINATES (ANGSTROEM)
C: -1.88896 -1.68175 -0.31271  -1.13
C: 2.85453 0.16630 0.29672  -0.88
C: -2.27726 -0.33040 0.11314  0.47
C: 3.03333 1.58473 -0.13885  0.03
N: -1.25600 0.58366 0.21844  0.00
P: -1.05897 2.10567 0.60090  0.16
Cl: -3.52783 0.21021 -1.19526  -0.22
Cl: -3.25391 -0.38767 1.63149  -0.18
Cl: 0.87277 2.34354 0.25321  -0.10
Cl: 3.16818 1.63216 -1.83909  -0.09
H: -1.09401 -1.54116 -1.09026  0.30
H: -2.80484 -2.20704 -0.48996  0.43
H: -1.27886 -2.02076 0.54943  0.30
H: 2.44784 0.20319 1.37453  0.27
H: 3.88377 -0.18940 0.36686  0.37
H: 2.18023 -0.47127 -0.33858  0.26

Density functional theory data (ωB97M-V/def2-TZVPD) for C4H6ClF as an isolated structure in a non-equilibrium geometry.

Its energy is -19478.81783 eV. For the HOMO-LUMO gap, the calculation gives 0.370 hartree. The energy above the lowest of the compared OMol25 structures with the same formula, charge and spin is 5.924 eV.

Each line ends with the Mulliken charge.
CARTESIAN COORDINATES (ANGSTROEM)
C: 0.81495 -0.66648 -0.99257  -0.82
C: 0.37624 -0.41183 0.39667  0.23
C: -1.04078 -0.14197 0.65742  -0.39
C: -0.00550 1.04210 0.54506  -0.14
H: 1.97416 -1.47312 -0.67866  0.22
H: -0.34078 -1.31186 -1.48236  0.18
H: 0.99617 0.39475 -1.94697  0.26
H: 0.90235 -0.77125 1.45692  0.27
H: -1.57424 -0.21007 1.76392  0.28
H: 0.30450 1.66576 1.38095  0.35
F: 0.07906 1.72906 -0.65653  -0.28
Cl: -2.48613 0.15493 -0.44386  -0.17

Density functional theory data (ωB97M-V/def2-TZVPD) for one molecule with the formula C4H6ClF in a non-equilibrium geometry.

Its energy is -19484.58713 eV. For the HOMO-LUMO gap, the calculation gives 0.389 hartree. The energy above the lowest of the compared OMol25 structures with the same formula, charge and spin is 0.155 eV.

Each line ends with the Mulliken charge.
CARTESIAN COORDINATES (ANGSTROEM)
C: -0.66534 -0.42244 -1.52064  -0.97
C: 0.12865 -0.97631 -0.33476  -0.22
C: 0.49228 -0.36272 0.79455  0.28
F: 1.20872 -0.99624 1.74212  -0.27
C: 0.15625 1.03644 1.16939  -0.37
Cl: 1.57794 2.09811 1.17580  -0.19
H: -1.59374 -0.96216 -1.65406  0.27
H: -0.79044 0.63828 -1.29674  0.26
H: -0.06838 -0.54132 -2.42659  0.28
H: 0.39245 -2.01838 -0.37821  0.39
H: -0.20954 1.00111 2.18168  0.30
H: -0.62885 1.50564 0.54745  0.24

Density functional theory data (ωB97M-V/def2-TZVPD) for an isolated ion of composition C4H6ClF2N2 and charge +1 in a non-equilibrium geometry.

The total charge is +1. Its energy is -25175.16614 eV. For the HOMO-LUMO gap, the calculation gives 0.420 hartree. The energy above the lowest of the compared OMol25 structures with the same formula, charge and spin is 0.461 eV.

Each line ends with the Mulliken charge.
CARTESIAN COORDINATES (ANGSTROEM)
F: 0.95391 -1.75758 -0.88589  -0.25
C: 1.59305 -0.69600 -0.35513  0.10
F: 2.04750 -1.04165 0.88989  -0.26
C: 0.61353 0.46026 -0.27581  0.70
Cl: 1.29428 2.07219 -0.52089  -0.08
C: -0.72295 0.27227 -0.99775  -0.85
N: -1.74022 0.16422 0.02795  -0.14
C: -1.21630 0.08927 1.23478  -0.16
N: 0.03965 0.29013 1.24846  -0.12
H: 2.52927 -0.62729 -0.89849  0.35
H: -0.90907 1.01982 -1.68018  0.45
H: -0.63034 -0.80592 -1.58030  0.31
H: -2.73189 -0.18875 -0.24871  0.33
H: -1.82387 0.23182 2.10161  0.41
H: 0.70346 0.51720 1.94046  0.21

Look up the energy above the lowest of the compared OMol25 structures with the same formula, charge and spin of the second one. 3.692 eV